[1]
20
Properties=species:S:1:pos:R:3:mulliken_charge:R:1 method="wB97M-V/def2-TZVPD" e_lumo_ev=-3.442 total_charge=+1 homo_lumo_gap_ev=11.55 spin_multiplicity=1 max_force_ha_per_bohr=0.095 relative_energy_ev=1.5994
C 1.06851 0.78437 -2.02739 -1.565
C 0.13226 0.20526 -1.01916 0.333
C -0.79986 1.21139 -0.16842 -0.866
C -1.49032 0.42407 0.91496 0.630
O -2.12288 1.30825 1.67616 -0.432
O -1.30972 -0.72543 1.28990 -0.622
N 1.12717 -0.52707 -0.03007 -0.275
H 1.43449 -0.12075 -2.46279 0.531
H 0.34499 1.24896 -2.78070 0.365
H 1.70971 1.58851 -1.86751 0.420
H -0.63450 -0.43099 -1.47670 0.208
H -0.35522 2.17492 0.32820 0.336
H -1.56738 1.67848 -0.75685 0.431
H -2.45151 0.77795 2.46019 0.368
H 0.64167 -1.26752 0.50437 0.267
H 1.95469 -0.78057 -0.71001 0.431
H 1.67702 0.19952 0.57338 0.395
H -0.45446 -2.39148 2.07365 0.369
H 0.94614 -2.55190 2.01168 0.349
O 0.14921 -2.80595 1.46710 -0.673


[2]
20
Properties=species:S:1:pos:R:3:mulliken_charge:R:1 method="wB97M-V/def2-TZVPD" e_lumo_ev="-0.887 / -1.952" homo_lumo_gap_ev="8.38 / 5.86" spin_multiplicity=1 max_force_ha_per_bohr=0.095 relative_energy_ev=3.3817
C -1.37080 1.61737 1.14957 -1.082
C 0.39171 -0.01246 1.59377 -0.764
C -0.98586 -2.19329 -0.14703 -0.945
C 2.58317 0.79275 -2.23896 -0.628
N -0.91873 0.25387 1.04726 0.084
O -2.81743 -0.11317 -0.59955 -0.615
P -1.40279 -0.44299 -0.43963 0.468
S 2.12112 -0.88426 -1.75423 -0.099
H -2.37804 1.68159 0.56576 0.295
H -1.75080 1.92599 2.11732 0.337
H -0.74298 2.31031 0.73451 0.434
H 1.07116 0.88605 1.66560 0.259
H 0.32163 -0.51532 2.54227 0.296
H 0.88401 -0.69139 0.86094 0.199
H -0.23016 -2.78953 -0.66788 0.307
H -0.80027 -2.21767 0.85730 0.372
H -1.90533 -2.68834 -0.36874 0.347
H 1.77362 1.36864 -1.83696 0.172
H 2.54798 0.70699 -3.29341 0.296
H 3.60881 1.00488 -1.78790 0.265


[3]
19
Properties=species:S:1:pos:R:3:mulliken_charge:R:1 method="wB97M-V/def2-TZVPD" e_lumo_ev=3.371 total_charge=-1 homo_lumo_gap_ev=5.94 spin_multiplicity=1 max_force_ha_per_bohr=0.096 relative_energy_ev=2.2120
C 1.15702 0.93250 0.75598 -0.753
C 0.07304 1.41033 1.88716 -0.498
S 0.57084 3.12622 2.44098 -0.662
C 0.62872 0.47670 -0.64553 -0.652
N -0.13882 -0.79054 -0.43699 -0.327
C -1.63085 -0.75943 -0.23025 -0.883
H 1.68720 0.01738 1.27766 0.163
H 1.81204 1.80865 0.66735 0.447
H -0.89407 1.52626 1.44357 0.129
H 0.07846 0.64711 2.72140 0.202
H 1.32850 0.40334 -1.48408 0.265
H 0.01555 1.24842 -0.97092 0.405
H 0.42954 -1.23637 0.38743 0.289
H -2.20277 0.22474 -0.35179 0.273
H -1.98753 -1.38861 -1.12901 0.283
H -2.12626 -1.13254 0.58443 0.386
H 0.16630 -1.92912 -1.57105 0.382
H 0.42416 -2.00167 -3.06372 0.293
O 0.60894 -2.58336 -2.28261 -0.741


[4]
19
Properties=species:S:1:pos:R:3:mulliken_charge:R:1 method="wB97M-V/def2-TZVPD" e_lumo_ev=3.325 total_charge=-1 homo_lumo_gap_ev=5.83 spin_multiplicity=1 max_force_ha_per_bohr=0.090 relative_energy_ev=2.3690
C 0.41074 -0.04287 -1.09909 -0.793
C 1.53868 -0.68854 -0.39576 -0.452
S 3.04116 -1.07695 -1.47826 -0.649
C -0.89654 -0.08652 -0.37953 -0.616
N -1.07982 0.69510 0.93732 -0.241
C -1.14785 -0.23577 2.12782 -0.851
H 0.58396 1.08593 -1.32155 0.294
H 0.20390 -0.55597 -1.97798 0.362
H 1.04762 -1.69648 -0.17537 0.114
H 1.87106 -0.05046 0.54961 0.118
H -1.65269 0.23895 -1.21246 0.160
H -0.96697 -1.07888 -0.23530 0.373
H -0.19645 1.21677 1.02069 0.256
H -0.22701 -0.68010 2.57148 0.314
H -1.72076 -1.30093 1.92568 0.246
H -1.48756 0.33895 2.94034 0.381
H -2.89177 1.98714 1.16214 0.390
H -4.41786 1.56418 0.89829 0.283
O -3.83444 2.20231 1.17808 -0.687


[5]
19
Properties=species:S:1:pos:R:3:mulliken_charge:R:1 method="wB97M-V/def2-TZVPD" e_lumo_ev=3.976 total_charge=-1 homo_lumo_gap_ev=6.09 spin_multiplicity=1 max_force_ha_per_bohr=0.112 relative_energy_ev=1.3539
C 0.21609 -2.51099 0.01751 -0.770
C 1.47345 1.03302 0.90231 -1.023
C -1.87100 2.00947 0.70028 -0.675
C 0.56046 0.71970 -1.88486 -1.005
N -0.45549 -1.29433 0.46943 -0.433
O -1.51703 0.81724 0.13342 -0.159
Si -0.01239 0.21452 -0.04316 0.161
H 0.36408 -2.64569 -1.12045 0.172
H 1.35397 -2.47690 0.17104 0.145
H -0.28140 -3.27912 0.43315 0.327
H 1.36740 2.15173 1.19256 0.270
H 1.72403 0.59760 1.99880 0.249
H 2.42256 0.93832 0.36324 0.269
H -1.11320 2.79793 0.61640 0.294
H -2.93045 2.24281 0.26720 0.189
H -2.03107 1.74161 1.76131 0.226
H -0.00195 0.31794 -2.75772 0.309
H 0.72434 1.81518 -2.22128 0.289
H 1.62731 0.31857 -1.84523 0.168


[6]
20
Properties=species:S:1:pos:R:3:mulliken_charge:R:1 method="wB97M-V/def2-TZVPD" e_lumo_ev=0.588 smiles="CC[P@@](=S)(NC)SC" homo_lumo_gap_ev=9.36 spin_multiplicity=1 max_force_ha_per_bohr=0.039 relative_energy_ev=0.2505
C -0.37804 -2.65524 -0.89499 -1.221
C -0.88693 2.08257 1.58475 -0.980
C 1.84368 1.24172 -1.23155 -0.752
C 0.07500 -1.64119 0.14212 -0.463
N -0.21557 0.86057 1.18571 -0.246
P -0.85645 -0.06161 -0.06511 0.420
S -2.78457 -0.16752 -0.21558 -0.375
S 0.15383 1.01894 -1.84573 -0.174
H -1.45955 -2.78445 -0.83590 0.332
H -0.13066 -2.30884 -1.89855 0.308
H 0.10150 -3.62032 -0.72568 0.360
H -0.15202 2.84341 1.84957 0.306
H -1.47224 2.43919 0.73572 0.366
H -1.56735 1.92714 2.42502 0.296
H 1.83271 1.25934 -0.14591 0.255
H 2.18364 2.19795 -1.61738 0.341
H 2.48030 0.44311 -1.60411 0.248
H 1.14502 -1.43671 0.06409 0.360
H -0.14477 -1.99698 1.15332 0.383
H 0.23247 0.35890 1.94018 0.236


[7]
18
Properties=species:S:1:pos:R:3:mulliken_charge:R:1 method="wB97M-V/def2-TZVPD" e_lumo_ev="0.811 / 0.563" s_squared=0.75 homo_lumo_gap_ev="4.14 / 10.24" spin_multiplicity=2 max_force_ha_per_bohr=0.027 relative_energy_ev=1.5344
C -1.82141 1.66578 1.19152 -1.525
C -0.75938 0.60804 0.85430 -0.292
C -1.18414 -0.34350 -0.26676 -0.546
C -0.10566 -0.92514 -1.19478 -1.364
S 1.53592 -1.39544 -0.42062 -0.348
N 0.45538 1.42105 0.40716 -1.707
H -2.64252 1.23745 1.76653 0.389
H -2.17017 2.21252 0.31796 0.525
H -1.33202 2.41959 1.81561 0.480
H -0.44583 0.02611 1.71503 0.272
H -1.70905 -1.19103 0.18610 0.446
H -1.87558 0.18062 -0.93248 0.302
H 0.22141 -0.07880 -1.81253 0.506
H -0.51379 -1.75926 -1.75332 0.522
H 2.24377 -0.98389 -1.54810 0.201
H 0.18278 2.03273 -0.42613 1.090
H 1.18300 0.75739 0.08105 0.027
H 0.91807 1.94882 1.17057 1.024


[8]
18
Properties=species:S:1:pos:R:3:mulliken_charge:R:1 method="wB97M-V/def2-TZVPD" e_lumo_ev="0.854 / 0.846" s_squared=0.75 homo_lumo_gap_ev="6.20 / 9.75" spin_multiplicity=2 max_force_ha_per_bohr=0.027 relative_energy_ev=0.3362
C 2.02412 -1.40405 -0.05328 -0.787
C 0.03749 -2.81286 0.29787 -0.643
N 0.63517 -1.60186 0.32933 0.066
H 2.54933 -0.74078 0.63212 0.276
H 2.03819 -0.99272 -1.07167 0.262
H 2.48972 -2.38624 -0.07537 0.268
H 0.61978 -3.71296 0.16736 0.226
H -1.00730 -2.90587 0.54323 0.270
H 0.09495 -0.75039 0.49401 0.009
C 0.53224 2.21654 -0.37700 -0.742
S -0.77823 1.31130 0.52137 -0.150
C -1.80404 0.84390 -0.88665 -0.811
H -0.00641 2.95731 -0.96830 0.308
H 1.07678 1.53403 -1.02228 0.204
H 1.20584 2.71987 0.31112 0.317
H -2.42252 -0.01141 -0.61531 0.318
H -2.42430 1.70038 -1.14468 0.326
H -1.21706 0.54904 -1.75671 0.283